1.
Molecular formula: C3H9NO2
Method: DFT, the ωB97M-V functional and the def2-TZVPD basis

Geometry as ORCA input:
```
! wB97M-V def2-TZVPD RIJCOSX def2/J DEFGRID3
* xyz 0 1
C -2.268 -0.955 0.837
C -1.717 0.419 0.885
O -1.158 0.990 1.785
O -1.785 1.001 -0.348
H -3.264 -0.844 0.351
H -2.281 -1.324 1.828
H -1.563 -1.626 0.356
H -1.644 1.935 -0.515
C 3.498 -0.161 -0.998
N 2.653 -1.059 -1.755
H 4.074 -0.544 -0.100
H 3.037 0.835 -0.917
H 4.276 0.348 -1.620
H 3.344 -1.777 -2.046
H 1.850 -1.338 -1.106
*
```

Values from the calculation:
LUMO   0.642 eV
HOMO   -0.346 Eh
Energy relative to the best compared isomer or geometry (same formula, charge and spin)   41.84 kcal per mole
SMILES string   CC(=O)O.CN

Here are the Mulliken charges for atoms 1 to 6, given in e: -0.792 0.662 -0.546 -0.462 0.264 0.306



2.
Molecular formula: C4H5N3O2
Method: DFT, the ωB97M-V functional and the def2-TZVPD basis

Geometry as ORCA input:
```
! wB97M-V def2-TZVPD RIJCOSX def2/J DEFGRID3
* xyz 0 1
C -0.533 1.356 -0.138
C -1.440 -0.594 0.443
C -0.195 -0.005 0.157
C 1.046 -0.652 0.188
N -1.819 1.548 -0.031
N -2.354 0.371 0.317
N 2.278 0.003 0.035
O 3.279 -0.660 0.258
O 2.288 1.186 -0.269
H 0.137 2.143 -0.410
H -1.685 -1.600 0.718
H 1.126 -1.684 0.493
H 1.225 -1.713 -2.201
H -3.353 0.302 0.440
*
```

Values from the calculation:
LUMO (spin up / spin down)   -0.495 / -1.780 eV
HOMO (spin up / spin down)   -0.311 / -0.387 Eh
Energy relative to the best compared isomer or geometry (same formula, charge and spin)   200.40 kcal per mole

Here are the Mulliken charges for atoms 1 to 6, given in e: -0.210 -0.763 1.219 -1.157 -0.788 0.258



3.
Molecular formula: C3H4ClFO
Method: DFT, the ωB97M-V functional and the def2-TZVPD basis

Geometry as ORCA input:
```
! wB97M-V def2-TZVPD RIJCOSX def2/J DEFGRID3
* xyz 0 1
O -1.237 1.260 -0.234
C -0.154 0.737 0.368
C -0.126 -0.812 0.380
F -1.171 -1.349 -0.227
C 0.788 -0.102 -0.489
Cl 2.521 -0.042 -0.096
H -1.718 0.521 -0.540
H 0.278 1.322 1.192
H 0.266 -1.445 1.213
H 0.553 -0.092 -1.565
*
```

Values from the calculation:
LUMO   0.958 eV
HOMO   -0.355 Eh
Energy relative to the best compared isomer or geometry (same formula, charge and spin)   26.69 kcal per mole
SMILES string   O[C@H]1[C@@H](F)[C@@H]1Cl

Here are the Mulliken charges for atoms 1 to 6, given in e: -0.501 -0.276 -0.023 -0.292 -0.028 -0.199



4.
Molecular formula: C22H16BrIN8Pt
Method: DFT, the ωB97M-V functional and the def2-TZVPD basis

Geometry as ORCA input:
```
! wB97M-V def2-TZVPD RIJCOSX def2/J DEFGRID3
* xyz 2 3
Pt 0.360 -1.240 0.871
N 1.125 2.385 2.835
C 1.570 1.303 2.313
N 0.571 0.619 1.772
C -0.538 1.392 2.002
N -0.231 2.522 2.626
C -1.871 0.872 1.451
C -3.139 1.467 1.345
N -4.093 0.877 0.584
C -3.928 -0.293 0.046
C -2.700 -0.940 0.181
N -1.704 -0.337 0.917
H 1.652 3.121 3.329
H 2.579 0.944 2.212
H -3.408 2.483 1.736
H -4.770 -0.774 -0.448
H -2.590 -1.925 -0.113
Br 3.386 -4.946 1.410
C 2.357 -4.569 2.964
C 2.866 -4.775 4.288
C 2.099 -4.445 5.423
C 0.779 -3.980 5.280
C 0.246 -3.828 4.002
C 1.090 -4.015 2.874
I 0.150 -3.842 0.852
H 3.829 -5.159 4.447
H 2.518 -4.509 6.451
H 0.092 -3.763 6.119
H -0.826 -3.563 3.913
N -1.268 6.526 -5.515
C -0.889 5.495 -5.238
C -0.500 4.197 -4.774
C -1.526 3.339 -4.349
C -1.167 2.137 -3.820
C 0.172 1.791 -3.762
C 1.161 2.634 -4.117
C 0.813 3.851 -4.722
N 0.403 0.547 -2.972
C 1.124 -0.564 -3.256
C 1.295 -1.263 -2.126
N 0.633 -0.575 -1.141
C 0.127 0.506 -1.658
H -2.568 3.597 -4.308
H -1.949 1.453 -3.461
H 2.266 2.382 -4.039
H 1.603 4.537 -5.062
H 1.475 -0.729 -4.250
H 1.700 -2.259 -1.995
H -0.377 1.315 -1.119
*
```

Values from the calculation:
LUMO (spin up / spin down)   -6.577 / -7.927 eV
HOMO (spin up / spin down)   -0.535 / -0.535 Eh
Energy relative to the best compared isomer or geometry (same formula, charge and spin)   12.53 kcal per mole

Here are the Mulliken charges for atoms 1 to 6, given in e: 1.577 0.139 -0.058 -0.512 0.182 -0.638



5.
Molecular formula: C7H11N2
Method: DFT, the ωB97M-V functional and the def2-TZVPD basis

Geometry as ORCA input:
```
! wB97M-V def2-TZVPD RIJCOSX def2/J DEFGRID3
* xyz 1 1
C -0.533 -1.308 -1.790
N -0.112 -1.205 -0.580
C 0.337 0.075 -0.379
C -0.301 0.497 0.989
N 0.205 -0.311 2.003
C 0.195 -1.399 2.671
C 1.366 -0.549 2.850
C -0.147 0.997 -1.495
C -0.217 -0.044 -2.638
H -0.868 -2.198 -2.273
H 1.435 0.037 -0.238
H 0.022 1.474 1.169
H -1.403 0.502 0.793
H -0.511 -2.202 3.037
H 1.527 -0.019 3.829
H 2.374 -0.699 2.358
H 0.466 1.873 -1.574
H -1.206 1.268 -1.279
H -0.919 0.207 -3.290
H 0.702 -0.153 -3.199
*
```

Values from the calculation:
LUMO   -4.826 eV
HOMO   -0.512 Eh
Energy relative to the best compared isomer or geometry (same formula, charge and spin)   106.27 kcal per mole
SMILES string   C1=N[C@H](C[N+]2=CC2)CC1

Here are the Mulliken charges for atoms 1 to 6, given in e: -0.167 -0.440 0.229 -0.786 0.233 0.217



6.
Molecular formula: C35H86N9O10P3
Method: DFT, the ωB97M-V functional and the def2-TZVPD basis

Geometry as ORCA input:
```
! wB97M-V def2-TZVPD RIJCOSX def2/J DEFGRID3
* xyz 0 1
C -0.423 7.091 -1.482
C -0.243 5.930 -2.650
C -1.404 4.749 -2.460
C -1.053 3.356 -3.249
C -1.155 2.056 -2.244
C -2.172 0.885 -2.772
C -2.097 -0.531 -1.953
C -1.627 -0.367 -0.364
C -0.053 -0.766 -0.209
C 0.809 0.083 0.893
C 0.538 1.722 0.681
N 0.299 2.994 0.648
C 0.566 -0.344 2.460
C 1.941 -0.949 3.199
N 3.122 -1.332 3.618
N 0.075 0.767 3.361
C 1.202 1.560 3.994
C 0.530 3.044 4.377
P -0.723 -1.788 2.678
P -2.722 -1.034 3.084
O -3.067 0.369 2.445
O -2.900 -1.009 4.852
O -3.858 -2.288 2.547
P 2.679 -0.115 0.325
N 3.653 0.897 1.195
O 2.873 0.406 -1.350
O 3.205 -1.782 0.373
H 0.204 6.820 -0.513
H -0.061 8.150 -1.870
H -1.545 7.183 -1.152
H -0.292 6.422 -3.725
H 0.818 5.414 -2.507
H -1.509 4.601 -1.296
H -2.422 5.187 -2.900
H 0.057 3.414 -3.646
H -1.782 3.198 -4.170
H -0.075 1.584 -2.134
H -1.530 2.420 -1.195
H -3.280 1.298 -2.835
H -1.842 0.640 -3.892
H -1.440 -1.354 -2.476
H -3.209 -0.967 -1.941
H -1.954 0.651 0.102
H -2.247 -1.205 0.218
H 0.042 -1.950 -0.095
H 0.449 -0.539 -1.269
H -0.470 0.394 4.190
H 2.079 1.833 3.231
H 1.593 1.134 5.013
H 0.757 3.751 3.442
H 1.152 3.460 5.285
H -0.624 2.981 4.565
H -0.298 -2.519 3.858
H -3.888 -0.986 5.068
H -3.413 -2.827 1.819
H 4.387 0.314 1.659
H 2.081 1.017 -1.563
H 4.227 -1.801 0.272
C 8.747 -6.024 0.057
O 9.058 -4.677 0.384
C 8.747 -3.733 -0.645
C 7.262 -3.301 -0.685
C 6.340 -4.349 -1.301
N 6.766 -2.953 0.654
H 8.897 -6.237 -1.005
H 7.721 -6.251 0.353
H 9.407 -6.674 0.637
H 9.350 -2.844 -0.419
H 9.088 -4.096 -1.621
H 7.200 -2.406 -1.316
H 6.132 -5.180 -0.621
H 5.373 -3.901 -1.557
H 6.769 -4.759 -2.221
H 7.326 -2.182 1.020
H 6.995 -3.734 1.277
C -3.991 7.218 -0.663
O -4.333 6.097 -1.464
C -4.595 4.901 -0.724
C -6.022 4.818 -0.132
C -6.217 5.685 1.109
N -7.041 5.171 -1.130
H -3.416 6.935 0.224
H -4.894 7.760 -0.376
H -3.382 7.895 -1.268
H -4.482 4.081 -1.444
H -3.829 4.744 0.045
H -6.188 3.777 0.174
H -6.324 6.747 0.869
H -7.128 5.388 1.640
H -5.377 5.575 1.803
H -6.969 4.522 -1.914
H -6.770 6.072 -1.536
C -0.073 -5.222 1.716
O -0.658 -4.682 0.541
C 0.181 -4.741 -0.617
C 0.180 -6.110 -1.336
C 1.011 -7.172 -0.621
N -1.185 -6.617 -1.528
H 1.006 -5.047 1.760
H -0.290 -6.290 1.784
H -0.537 -4.738 2.579
H -0.228 -3.996 -1.311
H 1.198 -4.411 -0.375
H 0.632 -5.959 -2.324
H 0.508 -7.579 0.260
H 1.205 -8.017 -1.292
H 1.980 -6.770 -0.307
H -1.707 -5.946 -2.092
H -1.654 -6.582 -0.618
C 3.716 -10.022 -1.402
O 3.130 -9.482 -2.577
C 3.969 -9.540 -3.735
C 3.969 -10.909 -4.454
C 4.800 -11.972 -3.739
N 2.603 -11.417 -4.646
H 4.795 -9.846 -1.358
H 3.498 -11.089 -1.334
H 3.251 -9.537 -0.539
H 3.561 -8.795 -4.430
H 4.987 -9.211 -3.493
H 4.421 -10.759 -5.442
H 4.296 -12.378 -2.858
H 4.993 -12.817 -4.410
H 5.768 -11.569 -3.426
H 2.081 -10.745 -5.211
H 2.134 -11.382 -3.736
C -6.906 11.648 3.486
O -5.679 11.918 2.823
C -4.566 11.162 3.310
C -4.471 9.728 2.740
C -5.467 8.757 3.368
N -4.644 9.715 1.280
H -6.762 11.425 4.547
H -7.424 10.827 2.988
H -7.539 12.535 3.401
H -3.674 11.713 2.985
H -4.546 11.164 4.406
H -3.467 9.352 2.969
H -6.484 8.893 2.991
H -5.183 7.722 3.142
H -5.488 8.864 4.458
H -3.913 10.289 0.859
H -5.505 10.231 1.071
*
```

Values from the calculation:
LUMO   -0.447 eV
HOMO   -0.323 Eh
SMILES string   CCCCCCCCC[C@@](C#N)([C@@](C#N)(NCC)PP(=O)(O)O)P(=N)(O)O.COC[C@@H](C)N.COC[C@@H](C)N.COC[C@@H](C)N.COC[C@@H](C)N.COC[C@@H](C)N

Here are the Mulliken charges for atoms 1 to 6, given in e: -0.587 -0.575 0.098 -0.583 1.190 -0.893